ORCA calculation (ωB97M-V/def2-TZVPD) on a 9-piece molecular cluster, C9H27N9O18 overall in a non-equilibrium geometry.

```
63
Properties=species:S:1:pos:R:3:forces:R:3
C 2.320 -1.451 -5.417 -0.078 0.143 -0.488
N 2.376 -0.793 -4.096 0.306 0.234 0.257
O 3.149 0.126 -3.963 0.252 0.250 -0.221
O 1.653 -1.202 -3.215 -0.313 -0.442 -0.023
H 3.126 -1.059 -6.027 0.108 -0.024 0.132
H 1.374 -1.154 -5.867 -0.106 -0.245 0.117
H 2.405 -2.523 -5.278 -0.188 0.004 0.038
C -1.226 -0.747 3.487 -0.901 0.079 -0.205
N 0.187 -0.944 3.767 0.937 -0.067 1.121
O 0.527 -1.497 4.795 -0.293 -0.155 0.031
O 0.981 -0.514 2.956 0.053 0.155 -0.593
H -1.435 -1.300 2.572 0.011 0.488 0.463
H -1.351 0.321 3.322 -0.061 -0.112 -0.300
H -1.890 -1.076 4.278 0.453 -0.178 0.344
C -5.240 0.727 1.680 -0.044 -1.080 -0.114
N -4.618 -0.636 1.549 -0.541 0.194 -0.800
O -5.239 -1.445 0.895 -0.107 -0.100 0.063
O -3.526 -0.819 2.019 0.328 -0.013 0.449
H -4.636 1.255 2.405 -0.186 0.364 -0.101
H -6.269 0.524 1.961 0.036 0.287 0.277
H -5.250 1.109 0.664 0.229 0.368 0.129
C -0.774 -3.858 2.468 1.260 -1.117 -0.170
N -1.892 -4.231 3.366 -0.613 1.864 -0.479
O -2.929 -4.546 2.824 -0.060 -0.650 0.017
O -1.758 -4.014 4.550 0.189 -0.506 0.300
H -0.328 -4.804 2.150 -0.073 0.048 -0.052
H -0.002 -3.336 3.022 -0.213 0.082 0.125
H -1.098 -3.335 1.576 -0.454 0.090 0.200
C 3.673 1.460 0.199 0.723 0.413 0.399
N 2.329 1.411 -0.359 -0.700 -0.036 -0.342
O 2.222 1.332 -1.562 0.249 0.239 -0.490
O 1.380 1.351 0.387 -0.279 0.094 0.741
H 4.052 0.449 0.052 0.307 0.262 -0.007
H 3.646 1.717 1.252 -0.311 -0.207 0.040
H 4.236 2.232 -0.319 0.042 -0.270 -0.301
C 1.006 2.983 -4.293 0.979 1.008 -0.090
N -0.150 2.191 -3.837 0.158 0.040 -0.507
O -0.880 2.667 -3.014 -0.361 0.408 0.589
O -0.315 1.097 -4.342 0.231 -0.510 -0.270
H 0.932 4.009 -3.941 -0.398 -0.140 0.197
H 1.078 3.010 -5.377 -0.284 -0.425 -0.006
H 1.935 2.587 -3.885 -0.240 -0.451 0.065
C -0.890 3.605 1.869 -0.655 0.110 0.793
N -0.124 4.403 0.886 -0.012 0.507 0.132
O 0.438 5.398 1.315 0.066 -0.232 -0.054
O -0.162 4.084 -0.279 0.044 -0.260 -0.042
H -1.936 3.898 1.767 0.021 -0.111 -0.409
H -0.624 3.931 2.870 0.434 -0.083 -0.108
H -0.793 2.534 1.726 0.242 0.173 -0.277
C -0.868 -0.252 -1.495 0.452 0.548 0.152
N -1.120 -0.097 -0.040 -0.409 0.683 1.070
O -1.438 1.025 0.354 -0.087 -1.362 -0.577
O -0.951 -1.047 0.715 -0.007 0.341 -1.399
H -0.307 -1.159 -1.676 -0.158 -0.092 0.052
H -0.275 0.633 -1.713 0.035 -0.161 -0.249
H -1.797 -0.196 -2.052 -0.131 -0.072 0.176
C 1.936 -1.847 -0.045 0.170 -0.885 -0.735
N 3.084 -2.126 0.875 -1.132 -0.818 0.262
O 4.115 -1.519 0.717 0.413 0.414 -0.032
O 2.929 -3.032 1.667 0.095 0.164 0.147
H 2.404 -1.835 -1.025 -0.193 0.502 -0.115
H 1.337 -0.977 0.183 0.615 0.330 0.375
H 1.262 -2.699 -0.023 0.152 -0.084 0.307
```
Positions in Å, forces in eV/Å.

## Properties
E (Ha): -2205.3697
HOMO-LUMO gap (eV): 10.430
Energy relative to the best compared isomer or geometry (same formula, charge and spin) (eV): 0.7539
Multiplicity: 1
SMILES string: C[N+](=O)[O-].C[N+](=O)[O-].C[N+](=O)[O-].C[N+](=O)[O-].C[N+](=O)[O-].C[N+](=O)[O-].C[N+](=O)[O-].C[N+](=O)[O-].C[N+](=O)[O-]
LUMO energy (Eh): -0.00635
M (u): 549.360

These are the Löwdin partial charges, in e, on atoms 1 to 4:
1. C 0.0533
2. N -0.4325
3. O 0.0696
4. O 0.0394


ORCA calculation (ωB97M-V/def2-TZVPD) on a 9-piece molecular cluster, C9H27N9O18 overall in a non-equilibrium geometry.

```
63
Properties=species:S:1:pos:R:3:forces:R:3
C 3.600 1.482 -1.032 -0.348 1.429 -1.118
N 4.520 2.205 -1.987 0.761 -0.451 0.412
O 4.993 1.540 -2.894 -0.276 -0.007 -0.065
O 4.802 3.357 -1.769 -0.194 0.276 0.023
H 4.214 0.928 -0.340 -0.011 -0.480 -0.072
H 2.953 0.976 -1.742 -0.017 -0.750 0.603
H 3.032 2.264 -0.538 0.046 -0.105 0.239
C -3.697 -2.128 3.268 0.234 -0.273 1.159
N -4.198 -3.027 2.204 0.278 -0.431 0.204
O -5.325 -3.478 2.329 0.061 0.402 -0.083
O -3.433 -3.325 1.318 0.043 0.038 -0.389
H -2.618 -2.136 3.361 0.081 -0.150 -0.681
H -4.079 -2.541 4.199 -0.372 0.276 -0.043
H -4.005 -1.105 3.123 -0.324 0.001 -0.122
C -0.025 4.460 -2.426 0.217 0.893 0.324
N 0.920 4.277 -1.284 -0.470 -1.814 0.023
O 0.880 3.211 -0.672 -0.232 0.369 -0.187
O 1.696 5.153 -1.059 0.629 0.888 0.182
H -0.996 4.047 -2.190 0.028 -0.159 0.132
H 0.404 3.996 -3.305 0.104 -0.121 0.040
H -0.033 5.545 -2.509 -0.352 -0.101 -0.443
C -0.092 -0.451 -0.385 0.988 -0.509 -0.977
N -1.291 -0.697 0.420 -0.110 0.021 0.146
O -2.385 -0.431 -0.029 -0.307 0.362 -0.506
O -1.118 -1.142 1.525 0.227 -0.246 0.807
H 0.748 -0.968 0.065 -0.106 0.220 0.374
H 0.105 0.611 -0.503 -0.269 0.147 0.181
H -0.196 -0.895 -1.374 -0.501 0.161 -0.001
C 3.457 -3.598 2.241 -1.164 -0.674 -0.699
N 3.428 -2.127 2.041 0.834 -0.276 0.260
O 2.431 -1.683 1.531 -0.520 0.394 -0.355
O 4.376 -1.469 2.403 0.318 0.101 0.099
H 3.317 -3.826 3.291 0.130 0.133 0.098
H 4.308 -4.123 1.819 0.504 0.619 0.202
H 2.595 -3.912 1.655 -0.077 -0.324 0.366
C -1.892 2.129 2.315 -1.427 1.321 -0.719
N -2.404 1.807 3.672 0.408 -0.875 0.231
O -2.681 0.643 3.915 0.179 0.517 -0.183
O -2.464 2.717 4.466 -0.098 0.059 0.066
H -2.096 3.193 2.197 0.723 0.123 0.263
H -2.567 1.733 1.557 0.321 -0.897 0.198
H -0.852 1.873 2.176 0.055 -0.221 0.204
C 4.065 -3.603 -1.850 0.380 0.909 0.148
N 2.634 -3.504 -1.446 -0.172 -0.985 -1.290
O 2.173 -4.465 -0.871 -0.006 0.045 0.526
O 2.002 -2.539 -1.807 0.044 0.470 0.200
H 4.258 -2.932 -2.681 -0.237 0.216 0.103
H 4.348 -4.601 -2.153 -0.294 -0.278 0.446
H 4.595 -3.238 -0.969 0.318 -0.272 -0.162
C -5.582 0.552 1.533 0.280 -0.121 0.180
N -6.136 1.375 2.653 1.808 0.941 -0.553
O -7.087 2.051 2.399 -1.766 0.211 -0.204
O -5.445 1.528 3.639 0.013 -0.691 0.539
H -4.537 0.367 1.745 0.013 -0.166 0.129
H -5.646 1.185 0.655 -0.313 -0.196 -0.134
H -6.136 -0.377 1.449 -0.131 0.042 -0.120
C 1.540 0.329 -5.263 -0.070 1.119 -1.200
N 0.698 0.512 -4.068 0.758 -0.171 -0.120
O 0.997 1.444 -3.345 -0.261 0.179 0.273
O -0.200 -0.267 -3.889 -0.404 -0.110 0.161
H 2.503 0.806 -5.119 0.240 -0.585 0.482
H 1.110 0.979 -6.036 -0.350 -0.264 0.106
H 1.512 -0.687 -5.627 0.159 -0.180 0.297
```
Positions in Å, forces in eV/Å.

## Properties
E (Ha): -2205.3543
HOMO-LUMO gap (eV): 10.204
Energy relative to the best compared isomer or geometry (same formula, charge and spin) (eV): 1.1734
Multiplicity: 1
SMILES string: C[N+](=O)[O-].C[N+](=O)[O-].C[N+](=O)[O-].C[N+](=O)[O-].C[N+](=O)[O-].C[N+](=O)[O-].C[N+](=O)[O-].C[N+](=O)[O-].C[N+](=O)[O-]
LUMO energy (Eh): -0.01602
M (u): 549.360

These are the Löwdin partial charges, in e, on atoms 1 to 4:
1. C 0.0619
2. N -0.4467
3. O 0.0320
4. O 0.0772


ORCA calculation (ωB97M-V/def2-TZVPD) on a 6-piece molecular cluster, C9H28IO9 overall in a non-equilibrium geometry.

```
47
Properties=species:S:1:pos:R:3:forces:R:3
I 0.584 -0.943 -0.555 0.053 0.136 -0.102
C 4.942 -1.354 -0.120 0.129 0.487 -0.859
O 4.071 -0.437 -0.830 0.877 -0.872 1.006
H 4.414 -2.142 0.417 -0.233 0.118 -0.043
H 5.589 -1.816 -0.867 0.140 -0.247 0.041
H 5.593 -0.838 0.585 -0.169 0.265 0.055
H 3.211 -0.851 -0.729 -0.699 0.358 -0.219
C 0.506 3.489 0.909 -0.683 -0.753 0.778
C -0.012 2.500 1.954 0.546 -0.641 -0.612
O 0.885 1.406 2.059 0.090 0.266 0.653
O 1.749 3.979 1.324 0.709 0.692 -0.206
H -0.241 4.276 0.804 0.159 0.318 -0.238
H 0.683 2.969 -0.032 -0.676 -0.088 -0.238
H -0.995 2.131 1.662 -0.359 0.156 0.075
H -0.037 2.932 2.954 -0.161 0.276 -0.128
H 0.964 0.990 1.197 -0.050 -0.441 -0.376
H 2.369 3.482 0.786 0.418 0.157 0.403
C -3.795 -1.174 -0.912 1.044 -0.267 1.154
C -3.556 -1.013 0.639 -0.856 0.520 -1.956
O -2.702 0.093 0.840 -0.666 0.453 0.865
O -2.615 -1.694 -1.489 -0.837 -1.066 -0.534
H -4.030 -0.261 -1.460 -0.202 0.599 0.680
H -4.654 -1.822 -1.080 0.271 -0.564 -0.123
H -3.258 -1.948 1.114 0.639 -0.115 -0.345
H -4.534 -0.831 1.083 -0.007 0.682 0.256
H -1.769 -0.072 0.686 0.287 -0.668 -0.199
H -1.866 -1.111 -1.348 0.189 0.286 0.121
C -0.082 1.350 -4.294 -1.385 -1.907 0.607
C -0.553 1.803 -5.691 0.525 0.105 1.553
O 0.209 1.154 -6.641 0.271 -0.698 -1.553
O -0.253 -0.097 -4.095 -0.227 0.776 -1.742
H -0.762 1.734 -3.533 0.573 1.002 0.151
H 0.984 1.539 -4.166 -0.049 0.675 0.199
H -0.383 2.874 -5.796 0.022 0.427 0.412
H -1.622 1.678 -5.861 0.058 -0.595 -0.007
H 1.077 0.989 -6.265 0.012 -0.143 -0.019
H 0.172 -0.408 -3.292 0.189 0.328 0.468
C -0.107 -2.159 4.945 0.761 -1.422 -1.095
C -0.183 -1.832 3.443 -0.523 1.488 0.196
O 0.707 -2.521 2.601 0.227 -0.843 1.094
O -0.416 -3.541 5.242 -0.618 0.455 0.303
H -0.768 -1.526 5.538 -0.191 -0.145 -0.257
H 0.909 -1.997 5.304 0.182 0.354 -0.095
H 0.010 -0.765 3.342 0.390 0.427 0.324
H -1.190 -1.860 3.027 -0.481 -0.723 0.364
H 0.497 -2.228 1.711 0.175 0.083 -0.536
H 0.258 -4.125 4.888 0.135 0.308 -0.272
```
Positions in Å, forces in eV/Å.

## Properties
Charge: -1
E (Ha): -1334.5776
HOMO-LUMO gap (eV): 8.597
Energy relative to the best compared isomer or geometry (same formula, charge and spin) (eV): 1.3019
Multiplicity: 1
LUMO energy (Eh): 0.10515
M (u): 407.218

These are the Löwdin partial charges, in e, on atoms 1 to 4:
1. I 0.4113
2. C -0.1569
3. O -0.1882
4. H 0.0748


ORCA calculation (ωB97M-V/def2-TZVPD) on a 7-piece molecular cluster, C9H28N4O13S overall in a non-equilibrium geometry.

```
55
Properties=species:S:1:pos:R:3:forces:R:3
C 0.754 -2.138 -3.158 -0.392 -0.723 -0.126
O 2.145 -2.399 -2.974 -0.368 0.292 -0.158
H 0.151 -2.737 -2.475 -0.030 0.452 0.641
H 0.527 -1.074 -3.080 0.208 -0.248 0.251
H 0.360 -2.496 -4.109 0.400 0.203 -0.611
H 2.240 -3.354 -2.957 0.163 -0.007 0.009
C -1.481 -0.700 -0.113 0.302 0.026 -0.452
O -1.535 -0.468 -1.506 -0.518 0.599 -0.499
H -0.839 0.097 0.263 0.251 -0.418 0.385
H -2.433 -0.595 0.406 -0.194 -0.075 -0.128
H -1.091 -1.714 -0.025 0.212 0.081 0.916
H -2.300 -0.918 -1.872 0.002 -0.078 -0.202
O 3.502 2.429 -0.408 -3.328 0.056 -0.027
S 2.043 2.539 -0.663 2.427 0.011 -1.724
O 1.096 2.784 0.418 1.094 0.033 -1.375
O 1.919 3.650 -1.903 -1.003 -1.472 0.720
C 1.702 5.021 -1.566 1.040 0.479 0.347
C 3.047 5.573 -1.176 -0.437 0.470 1.605
C 1.496 1.117 -1.679 -0.656 0.375 0.571
H 1.000 5.059 -0.733 -0.200 0.299 -0.205
H 1.404 5.641 -2.411 -0.768 -0.946 -0.369
H 2.954 6.653 -1.059 0.311 0.180 -0.424
H 3.847 5.252 -1.842 -0.131 0.186 0.113
H 3.189 5.237 -0.149 0.810 -0.229 -0.059
H 0.407 1.101 -1.658 -0.074 0.048 0.379
H 1.877 0.203 -1.222 0.146 0.145 -0.055
H 1.719 1.177 -2.744 0.756 0.355 0.335
C 0.873 -2.960 3.400 -0.670 -0.444 0.279
N -0.546 -3.203 2.959 -1.555 0.313 -0.949
O -0.766 -3.633 1.824 0.850 0.522 1.339
O -1.451 -2.981 3.762 1.219 -0.237 -0.382
H 0.871 -3.507 4.343 0.673 -0.365 -0.249
H 1.071 -1.931 3.700 -0.525 0.141 -0.537
H 1.508 -3.311 2.587 0.038 -0.041 0.469
C -2.969 -0.594 4.605 0.536 -0.009 -0.323
N -2.314 0.226 3.519 -2.345 1.857 0.535
O -2.981 1.124 3.029 -0.083 -0.355 0.113
O -1.200 -0.017 3.181 1.637 -0.981 -0.168
H -3.857 -0.142 5.047 0.175 0.343 -0.630
H -2.207 -0.700 5.378 -0.083 -0.542 -0.256
H -3.206 -1.492 4.034 0.039 -0.289 0.725
C -3.241 -4.107 -4.965 0.909 0.318 -0.696
N -3.428 -2.769 -4.269 -1.489 -0.345 -1.225
O -2.648 -2.432 -3.430 0.987 -0.094 1.077
O -4.332 -2.064 -4.687 0.153 -0.526 0.153
H -2.214 -4.428 -4.793 -0.124 0.165 0.148
H -3.358 -3.839 -6.015 -0.084 -0.246 0.072
H -3.905 -4.936 -4.722 -0.374 0.698 0.485
C 1.526 1.239 2.984 0.849 -0.140 0.991
N 2.134 2.589 3.303 -0.479 0.046 -0.975
O 1.346 3.379 3.864 2.348 -0.957 -1.008
O 3.302 2.751 2.921 -2.126 0.615 1.229
H 2.355 0.539 2.880 0.046 0.150 -0.036
H 0.956 1.240 2.055 -0.141 0.492 0.499
H 0.980 1.018 3.901 -0.402 -0.185 -0.536
```
Positions in Å, forces in eV/Å.

## Properties
E (Ha): -1954.5539
HOMO-LUMO gap (eV): 9.849
Multiplicity: 1
SMILES string: CCOS(C)(=O)=O.C[N+](=O)[O-].C[N+](=O)[O-].C[N+](=O)[O-].C[N+](=O)[O-].CO.CO
LUMO energy (Eh): -0.00782
M (u): 432.405

These are the Löwdin partial charges, in e, on atoms 1 to 4:
1. C -0.1650
2. O -0.1152
3. H 0.0713
4. H 0.0590